A cluster of 3 separate species, H5O3 in total, computed with wB97M-V/def2-TZVPD.

Properties
E_LUMO in eV: 4.84
Net charge: -1
Max |F| in eV/A: 0.9
Electronic energy in Eh: -228.73959
Energy relative to the best compared isomer or geometry (same formula, charge and spin) in kJ/mol: 29.8

Geometry (Å):
1 O -0.97 -0.75 -0.23
2 H -0.79 -1.47 -0.87
3 O 0.61 1.19 -1.46
4 H -0.05 1.72 -1.89
5 H 0.10 0.68 -0.79
6 O 0.48 -0.38 1.72
7 H -0.09 -0.65 2.43
8 H -0.17 -0.56 0.87